Entry one
Density functional theory data (ωB97M-V/def2-TZVPD) for a cluster of 4 separate species, C4H12O4 in total.

XYZ file:
```
20
Properties=species:S:1:pos:R:3:nbo_charge:R:1
C -0.978 1.649 1.376 -0.37
C -1.992 1.203 0.647 -0.22
C -1.897 0.282 -0.504 -0.31
C -1.225 -0.863 -0.386 0.11
O -1.244 -1.656 -1.526 -0.72
H -1.141 2.110 2.346 0.19
H 0.069 1.662 1.097 0.20
H -2.981 1.367 1.071 0.20
H -2.299 0.646 -1.442 0.22
H -0.967 -1.340 0.547 0.21
H -0.928 -2.555 -1.416 0.49
H 0.671 -0.357 -1.778 0.49
H 0.814 0.326 -3.155 0.48
O 1.309 0.015 -2.396 -0.97
H 2.022 -0.817 1.689 0.49
H 1.011 -1.054 2.794 0.47
O 1.071 -0.934 1.840 -0.96
H 2.662 0.746 -0.485 0.48
H 2.883 -0.582 -0.454 0.47
O 3.138 0.153 0.133 -0.95
```

For the LUMO energy, the calculation gives 0.557 eV. As for the HOMO-LUMO gap: 9.3416 eV. Its multiplicity is 1.

---

Entry two
Density functional theory data (ωB97M-V/def2-TZVPD) for a cluster of 3 separate species, C4H12O4 in total.

XYZ file:
```
20
Properties=species:S:1:pos:R:3:nbo_charge:R:1
O 2.678 1.702 1.284 -0.54
C 2.098 0.948 0.571 0.79
O 2.428 -0.400 0.606 -0.72
C 0.833 1.272 -0.213 -0.53
C 0.282 0.157 -1.117 -0.42
C -1.154 0.499 -1.545 -0.61
H 2.131 -0.769 -0.237 0.49
H 1.018 2.206 -0.738 0.24
H 0.083 1.375 0.566 0.24
H 0.902 0.006 -2.002 0.20
H 0.193 -0.751 -0.520 0.20
H -1.738 0.571 -0.626 0.22
H -1.573 -0.417 -1.966 0.22
H -1.244 1.378 -2.172 0.21
H 1.237 -1.543 1.472 0.48
H 0.388 -0.778 2.484 0.47
O 0.481 -1.645 2.078 -0.96
H -3.607 -1.722 0.438 0.47
H -2.267 -1.181 0.932 0.48
O -3.168 -0.910 0.707 -0.95
```

For the LUMO energy, the calculation gives 0.443 eV. As for the HOMO-LUMO gap: 11.2268 eV. Its multiplicity is 1.

---

So which one is most stable? That would be entry two, about 42.0 kcal/mol below the next structure.

---

Entry one
Density functional theory data (ωB97M-V/def2-TZVPD) for a cluster of 3 separate species, C4H12O4 in total.

XYZ file:
```
20
Properties=species:S:1:pos:R:3:nbo_charge:R:1
O -0.268 -2.127 0.648 -0.59
C -0.783 -1.297 -0.053 0.80
O -2.111 -1.093 0.138 -0.69
C -0.033 -0.453 -1.047 -0.56
C -0.805 0.625 -1.851 -0.39
C -0.155 2.019 -1.823 -0.62
H -2.435 -0.219 -0.106 0.49
H 0.524 -1.126 -1.701 0.25
H 0.804 0.016 -0.513 0.27
H -0.831 0.288 -2.887 0.21
H -1.836 0.630 -1.512 0.17
H 0.226 2.314 -0.853 0.23
H -0.880 2.790 -2.101 0.21
H 0.514 2.006 -2.684 0.22
H 1.697 -0.366 2.423 0.47
H 1.979 -1.560 1.315 0.50
O 2.212 -0.708 1.685 -0.97
H 1.621 2.150 2.439 0.47
H 0.422 1.666 1.618 0.46
O 1.198 2.246 1.593 -0.93
```

For the LUMO energy, the calculation gives 0.342 eV. As for the HOMO-LUMO gap: 10.9185 eV. Its multiplicity is 1.

---

Entry two
Density functional theory data (ωB97M-V/def2-TZVPD) for a cluster of 4 separate species, C4H12O4 in total.

XYZ file:
```
20
Properties=species:S:1:pos:R:3:nbo_charge:R:1
C 2.336 2.118 -1.589 -0.73
C 1.881 2.415 -0.219 0.18
C 1.166 1.470 0.601 -0.41
C 1.175 0.047 0.672 0.51
O 0.347 -0.705 1.591 -0.68
H 1.839 1.136 -1.747 0.26
H 2.043 2.908 -2.301 0.27
H 1.936 3.403 0.285 0.22
H 0.621 2.018 1.381 0.26
H 1.815 -0.586 0.117 0.20
H -0.545 -0.968 1.310 0.59
H -0.909 0.590 -2.040 0.43
H 3.419 1.914 -1.722 0.28
O -0.748 -0.446 -2.092 -1.00
H -2.482 -3.182 1.971 0.46
H -2.318 -1.970 0.870 0.50
O -2.138 -2.300 1.866 -1.08
H -3.220 -1.838 -0.778 0.44
H -1.423 -0.809 -1.446 0.52
O -2.476 -1.413 -0.451 -1.22
```

For the LUMO energy, the calculation gives -3.719 eV. As for the HOMO-LUMO gap: 4.0733 eV. Its multiplicity is 1.

---

So which one is most stable? That would be entry one, about 121.0 kcal/mol below the next structure.

---

Entry one
Density functional theory data (ωB97M-V/def2-TZVPD) for a cluster of 2 separate species, C7H14NO in total.

XYZ file:
```
23
Properties=species:S:1:pos:R:3:nbo_charge:R:1
C 0.368 0.360 -0.344 0.07
C 1.022 1.161 -1.491 -0.35
C -2.601 1.132 0.704 -0.63
C 3.022 -1.235 0.632 -0.62
C -2.551 -0.385 0.930 -0.55
C 2.968 0.235 0.102 -0.22
C -2.145 -1.206 -0.188 0.58
N 1.649 0.315 -0.537 -0.36
O -2.246 -0.988 -1.437 -0.52
H 1.076 0.795 -2.617 0.20
H 1.290 2.302 -1.377 0.20
H -3.596 1.407 0.467 0.23
H -2.288 1.497 1.704 0.25
H -1.747 1.234 -0.005 0.24
H 4.073 -1.365 1.038 0.25
H 2.068 -1.392 1.186 0.23
H 2.997 -1.857 -0.310 0.22
H -2.110 -0.561 1.887 0.29
H -3.496 -0.748 1.048 0.28
H 3.695 0.625 -0.700 0.23
H 2.985 1.030 0.930 0.22
H -1.856 -2.249 0.054 0.22
H -2.577 -0.106 -1.676 0.53
```

Its charge is +1. For the LUMO energy, the calculation gives -4.875 eV. As for the HOMO-LUMO gap: 8.0280 eV. Its multiplicity is 1.

---

Entry two
Density functional theory data (ωB97M-V/def2-TZVPD) for a cluster of 3 separate species, C7H14NO in total.

XYZ file:
```
23
Properties=species:S:1:pos:R:3:nbo_charge:R:1
C 2.298 0.307 0.346 0.20
C 1.078 0.192 0.352 -0.26
C 3.696 0.478 0.467 -0.70
C -2.284 0.753 1.319 -0.38
C -1.695 1.210 -1.047 -0.43
C -0.295 -2.484 0.070 0.00
C -0.261 -0.172 0.279 0.31
N -1.208 0.950 0.306 -0.32
O -0.852 -1.343 0.100 -0.36
H 4.037 0.542 -0.638 0.25
H 4.253 -0.260 0.963 0.26
H 3.803 1.381 0.892 0.25
H -2.940 0.147 0.840 0.22
H -1.955 0.438 2.223 0.23
H -2.676 1.676 1.424 0.22
H -0.814 1.573 -1.573 0.25
H -2.223 0.351 -1.314 0.23
H -2.549 2.005 -1.146 0.24
H -0.937 -3.267 0.151 0.17
H 0.683 -2.729 0.257 0.18
H 0.718 -1.449 -2.759 0.02
H 0.797 -2.010 -2.047 -0.03
H -0.674 1.711 0.537 0.43
```

Its charge is +1. For the LUMO energy (alpha / beta), the calculation gives -4.062 / -3.260 eV. As for the HOMO-LUMO gap (alpha / beta): 7.3292 / 8.1692 eV. Its multiplicity is 1.

---

So which one is most stable? That would be entry one, about 42.0 kcal/mol below the next structure.